ORCA calculation (the ωB97M-V functional and the def2-TZVPD basis) on a cluster of 2 separate species, C4H12 in total.

Results
maximum force = 0.0282 hartree/bohr
charge = -1
E_LUMO (spin up / spin down) = 0.1567 / 0.1609 Eh
spin multiplicity = 2
gap between HOMO and LUMO (spin up / spin down) = 0.09970 / 0.44705 hartree
HOMO energy (spin up / spin down) = 0.05703 / -0.28618 Eh

Last column: Mulliken charge in e.
Atoms and positions in Å:
H (0.107, -0.810, 0.496)  -0.464
H (0.479, 1.669, -1.835)  0.599
H (1.642, 1.587, 0.479)  0.429
H (-1.036, -3.520, -0.231)  0.460
H (1.048, -2.205, 0.928)  0.641
H (-1.208, -2.956, 1.434)  0.425
H (-0.999, 1.814, -0.853)  0.670
H (0.114, 1.914, 1.089)  0.314
C (0.810, 2.279, 0.325)  -2.600
C (0.271, -1.854, 0.245)  -0.608
H (1.090, 3.312, 0.523)  1.326
C (-1.025, -2.645, 0.410)  -1.634
H (-1.882, -2.011, 0.163)  0.488
C (0.018, 2.171, -0.991)  -2.065
H (-0.077, 3.189, -1.402)  0.502
H (0.650, -1.935, -0.781)  0.515

ORCA calculation (the ωB97M-V functional and the def2-TZVPD basis) on the molecule C2H4N4O2.

Results
maximum force = 0.1313 hartree/bohr
SMILES string = [H]/N=c1\[nH]c(=O)on1N
E_LUMO = 0.0097 Eh
gap between HOMO and LUMO = 0.36605 hartree
HOMO energy = -0.35635 Eh

Last column: Mulliken charge in e.
Atoms and positions in Å:
N (0.352, -0.768, -0.675)  0.234
C (-1.840, -0.121, -0.061)  0.482
O (-3.100, -0.307, 0.188)  -0.595
C (0.287, 0.615, -0.425)  0.369
N (1.172, -1.365, 0.247)  -0.544
H (1.517, 1.844, 0.596)  0.206
H (1.959, -2.014, -0.060)  0.281
N (-1.061, 1.030, -0.235)  -0.023
O (-0.980, -1.083, -0.348)  -0.239
H (1.683, -0.647, 0.942)  0.344
H (-1.558, 1.849, -0.185)  0.152
N (1.569, 0.966, 0.018)  -0.666

ORCA calculation (the ωB97M-V functional and the def2-TZVPD basis) on a structure of composition C3H4GaO3.

Results
maximum force = 0.1385 hartree/bohr
charge = +1
E_LUMO = -0.3202 Eh
gap between HOMO and LUMO = 0.24113 hartree
HOMO energy = -0.56132 Eh

Last column: Mulliken charge in e.
Atoms and positions in Å:
O (-0.503, 1.500, 0.890)  -0.329
H (-0.796, -0.730, -1.618)  0.366
C (-0.196, -0.186, -0.875)  -0.664
O (2.128, -1.639, 1.275)  -0.321
C (1.667, -0.777, 0.534)  0.640
H (-1.679, -0.198, 0.669)  0.312
C (-1.126, 0.564, 0.078)  -0.215
H (0.440, 0.541, -1.409)  0.397
Ga (1.302, 1.059, 1.302)  0.751
H (-1.877, 1.051, -0.579)  0.335
O (0.638, -1.184, -0.268)  -0.271

ORCA calculation (the ωB97M-V functional and the def2-TZVPD basis) on a cluster of 5 separate species, C3H14O4 in total.

Results
maximum force = 0.0117 hartree/bohr
SMILES string = C=CC.O.O.O.O
E_LUMO = 0.0226 Eh
gap between HOMO and LUMO = 0.38409 hartree
HOMO energy = -0.36148 Eh

Last column: Mulliken charge in e.
Atoms and positions in Å:
H (-1.879, 1.125, 2.425)  0.318
H (0.276, 3.024, -0.191)  0.311
C (1.614, -1.654, 0.372)  0.107
H (-1.358, 0.853, 1.058)  0.216
H (-3.188, 0.644, -1.376)  0.294
O (-0.493, -0.757, -2.559)  -0.645
H (0.278, 1.664, 0.481)  0.381
O (0.623, 2.132, -0.293)  -0.612
H (2.418, 0.299, 0.162)  0.200
H (0.080, -0.192, -3.090)  0.318
O (-1.119, 1.328, 1.867)  -0.645
H (3.518, -0.865, 0.939)  0.370
C (2.486, -0.539, 0.864)  -1.114
H (-0.287, -2.624, 0.350)  0.329
H (-1.760, 0.444, -0.991)  0.355
H (2.146, -0.142, 1.826)  0.322
H (2.027, -2.231, -0.448)  0.414
H (0.120, -1.152, -1.925)  0.308
O (-2.650, 0.425, -0.608)  -0.651
H (-0.007, -1.224, 1.550)  0.199
C (0.372, -1.882, 0.775)  -0.776